DFT (ωB97M-V with the def2-TZVPD basis set) results for C11H20F4O7P2 in the gas phase in a non-equilibrium geometry.

```
44
Properties=species:S:1:pos:R:3:forces:R:3:mulliken_charge:R:1
C -0.6821 -1.8597 -3.6769 0.6 0.9 0.2 -1.36
C -0.4400 -1.3419 -2.2466 -0.3 0.1 -1.4 0.14
O 0.3288 -2.3596 -1.5124 -0.5 1.9 3.0 -0.40
P 1.0228 -1.6878 -0.1159 2.1 -0.5 -1.2 0.85
O 2.3917 -1.2411 -0.4733 -1.4 -0.1 0.5 -0.67
O 1.1026 -2.7473 1.1563 -1.6 0.9 -2.4 -0.17
C 1.5707 -4.0606 0.7624 1.4 -1.0 0.6 -0.34
C 1.7958 -4.9138 2.0398 0.1 0.5 -1.0 -1.22
O 0.0693 -0.4160 0.4125 0.6 -1.3 -0.5 -0.10
C 0.8183 0.4990 1.1401 0.3 -2.0 4.3 -0.10
C 0.9104 0.2696 2.5358 0.2 0.7 -3.5 0.25
F 0.2587 -0.7636 3.1223 1.6 2.2 -0.3 -0.19
F 1.7095 1.0960 3.2795 -1.9 -1.9 -0.6 -0.20
C 1.4911 1.6684 0.4834 0.2 -0.4 -1.0 1.08
F 1.3622 1.5905 -0.9164 -0.2 0.1 2.2 -0.28
F 2.8301 1.7101 0.7396 -0.7 0.2 0.1 -0.27
P 0.5901 3.2182 1.0742 -1.1 5.2 -1.0 0.83
O 0.4812 4.1964 -0.0633 0.3 -2.0 0.9 -0.79
O -0.8926 2.8078 1.6364 2.6 0.2 0.0 -0.33
C -1.8397 2.6576 0.5712 -1.2 -0.6 0.0 -0.09
C -3.0522 1.9903 1.1911 0.1 -0.7 -0.4 -1.31
O 1.2693 4.0682 2.3091 -0.5 -2.5 -0.6 -0.39
C 2.5738 4.6467 2.0315 0.2 0.8 -0.5 -0.23
C 2.4448 6.1789 2.2062 -2.3 -0.8 0.4 -1.17
H 0.2910 -1.9551 -4.2008 -0.7 -0.1 0.2 0.34
H -1.2009 -2.8079 -3.5948 0.0 -0.2 -0.3 0.32
H -1.3336 -1.1296 -4.2270 0.6 -0.6 0.5 0.37
H 0.0799 -0.3702 -2.2838 0.1 -0.5 0.2 0.22
H -1.4389 -1.1701 -1.8418 0.2 -0.2 0.7 0.24
H 0.9226 -4.6043 0.0667 -0.4 0.5 0.2 0.33
H 2.5391 -3.9395 0.2488 -0.3 0.1 0.2 0.36
H 2.4347 -4.3495 2.7287 -0.3 -0.2 0.0 0.32
H 0.8342 -5.1724 2.4871 0.2 0.0 0.1 0.31
H 2.3343 -5.8340 1.7442 -0.3 0.4 0.2 0.37
H -2.1165 3.6135 0.1470 0.3 0.3 0.0 0.41
H -1.4296 2.0410 -0.2155 0.2 -0.2 -0.3 0.21
H -3.8406 1.7946 0.4230 0.6 0.2 0.7 0.36
H -3.4298 2.6429 1.9627 -0.4 0.2 0.2 0.37
H -2.7435 1.0431 1.6808 -0.3 0.4 -0.4 0.28
H 3.3155 4.1812 2.7039 -0.4 0.3 -0.2 0.37
H 2.8619 4.4376 0.9879 -0.1 0.0 0.4 0.34
H 3.3248 6.6996 1.9208 0.8 0.4 -0.3 0.39
H 1.5579 6.5474 1.5920 1.3 -0.5 0.6 0.25
H 2.2069 6.4092 3.2673 0.2 -0.1 -0.6 0.29
```
Forces are in eV/Å.

As for the SMILES: CCOP(=O)(OCC)OC(=C(F)F)C(F)(F)P(=O)(OCC)OCC. Its gap between HOMO and LUMO is 10.241 eV. The LUMO energy comes out at 0.4 eV. The molar mass is 402.21 g mol⁻¹. The calculated total energy comes out at -55512.9738 eV.


DFT (ωB97M-V with the def2-TZVPD basis set) results for a molecular structure, C11H20F6IO5Zn in a non-equilibrium geometry.

```
44
Properties=species:S:1:pos:R:3:forces:R:3:mulliken_charge:R:1
Zn 2.4584 -6.3891 27.5047 -0.7 0.3 1.1 0.88
I 0.1425 -7.6893 27.2513 0.2 0.1 -0.1 -0.60
C 4.4731 -7.3248 29.6183 0.5 0.3 0.2 -0.13
O 5.5588 -7.2980 28.6669 0.1 0.0 0.1 -0.21
O 3.3197 -6.9474 29.1511 -0.8 0.1 -0.5 -0.79
C 4.4325 -8.7736 30.1207 0.1 -0.2 0.0 0.83
F 5.6618 -9.2574 30.4035 0.2 -0.1 0.1 -0.30
F 3.7210 -8.8798 31.2524 -0.2 0.0 0.2 -0.29
F 3.8827 -9.6186 29.2324 0.0 -0.1 0.0 -0.25
C 6.5256 -6.3052 28.9423 -0.4 0.2 0.1 -0.27
C 7.5385 -6.3195 27.8249 0.3 -0.1 0.2 -1.34
H 7.0327 -6.2046 26.8680 0.0 0.0 -0.1 0.20
H 8.2690 -5.5169 27.9514 -0.1 0.1 0.0 0.40
H 8.0966 -7.2590 27.8351 -0.1 0.0 -0.1 0.37
H 6.9838 -6.4789 29.9259 0.2 -0.1 -0.1 0.36
H 6.0279 -5.3289 29.0054 0.1 0.0 -0.1 0.31
H 4.7752 -6.7052 30.4929 0.2 -0.2 0.0 0.26
C 2.4421 -3.7867 27.0428 -1.2 0.4 -0.3 0.22
O 2.3076 -4.7707 25.9777 0.3 0.0 -0.8 -0.20
O 2.0984 -4.3874 28.1341 0.7 -0.9 0.8 -0.81
C 3.8840 -3.2860 26.9636 0.3 0.0 0.0 0.74
F 4.1888 -2.4754 27.9819 0.0 0.1 0.1 -0.30
F 4.7993 -4.2729 26.9532 0.0 -0.2 0.1 -0.22
F 4.0880 -2.5770 25.8248 0.1 0.1 -0.1 -0.32
C 1.8334 -4.3860 24.6977 0.2 -0.4 -0.3 -0.49
C 1.5333 -5.6435 23.8946 -0.1 0.1 -0.1 -0.88
H 1.2171 -5.3520 22.8884 -0.1 0.0 0.1 0.43
H 2.3923 -6.3077 23.7861 0.1 0.1 0.1 0.10
H 0.7364 -6.2140 24.3730 0.0 0.0 0.0 0.18
H 2.5979 -3.7800 24.2024 -0.1 0.1 -0.1 0.29
H 0.9154 -3.7951 24.7755 0.0 0.1 0.2 0.28
H 1.7978 -2.9120 26.8011 0.1 0.1 -0.3 0.28
C 2.9884 -9.4182 25.0259 0.2 0.4 -0.4 -1.40
C 3.8363 -8.8039 26.1310 -0.3 -0.9 0.1 0.65
C 5.2832 -9.2126 26.0502 0.8 0.1 -0.4 -1.40
O 3.7053 -7.3785 26.1345 0.1 -0.1 -0.2 0.33
H 3.4517 -9.2232 24.0482 -0.1 0.0 0.0 0.33
H 1.9937 -8.9741 25.0330 0.0 -0.1 0.1 0.21
H 2.9011 -10.4971 25.1465 0.0 0.0 0.1 0.39
H 3.4357 -9.1623 27.0809 0.0 0.4 0.0 0.09
H 5.8714 -8.8187 26.8780 -0.2 -0.1 0.1 0.19
H 5.7662 -8.8465 25.1275 -0.3 0.1 0.0 0.40
H 5.3828 -10.2982 25.9988 -0.1 0.0 0.2 0.40
H 4.2787 -7.0042 25.4592 0.0 0.2 0.0 0.08
```
Forces are in eV/Å.

The charge is -1. Its gap between HOMO and LUMO is 7.890 eV. The LUMO energy comes out at 2.8 eV. The molar mass is 538.56 g mol⁻¹. The calculated total energy comes out at -94797.4816 eV.


DFT (ωB97M-V with the def2-TZVPD basis set) results for 2 unconnected molecules or ions with the total composition C11H20FINO6P in a non-equilibrium geometry.

```
41
Properties=species:S:1:pos:R:3:forces:R:3:mulliken_charge:R:1
C -2.0208 0.1168 3.6624 0.0 0.0 0.2 -1.07
C -1.0862 1.3166 3.7990 0.1 -0.4 -0.1 -0.52
C -0.3775 1.6854 2.5051 -0.2 0.3 0.2 -0.37
O 0.6165 0.7212 2.1763 0.0 -0.2 -0.2 -0.41
C 0.3146 -0.0249 1.0371 -0.3 0.3 0.5 0.75
O 1.5391 -0.6667 0.7179 0.1 0.0 -0.4 -0.25
C 1.6041 -1.6308 -0.2032 1.0 -0.3 -0.2 0.19
O 2.6568 -1.9210 -0.7097 -0.6 0.2 0.3 -0.56
N 0.4194 -2.3903 -0.4780 -0.6 0.3 0.0 0.35
C 0.2668 -3.6168 0.3200 0.3 -0.2 0.0 -0.51
C 0.1112 -4.8847 -0.5183 -0.2 0.1 0.0 -0.33
F 0.6038 -5.9553 0.2310 -0.1 0.2 -0.1 -0.34
P -0.7014 -1.7513 -1.5484 0.4 0.0 0.2 0.10
O -0.8765 -3.0625 -2.5135 -0.3 0.1 0.0 -0.43
I -2.8634 -2.0207 -0.3041 -0.1 0.1 0.1 -0.19
H -1.4678 -0.7909 3.4152 0.0 0.0 -0.1 0.22
H -2.7919 0.2853 2.9094 0.0 0.0 -0.1 0.28
H -2.5275 -0.0751 4.6105 0.0 0.0 0.0 0.38
H -1.6416 2.1814 4.1678 0.1 0.1 0.0 0.37
H -0.3099 1.0644 4.5266 -0.1 0.2 0.1 0.27
H 0.1263 2.6478 2.6327 0.1 -0.1 0.0 0.31
H -1.0951 1.8084 1.6877 0.0 -0.1 -0.1 0.33
H 0.0060 0.6444 0.2310 0.0 -0.2 -0.2 -0.17
H -0.4649 -0.7635 1.2459 0.0 -0.1 0.0 0.06
H -0.5661 -3.5040 1.0163 0.0 0.0 0.0 0.27
H 1.1796 -3.7569 0.9022 0.0 0.1 0.0 0.47
H 0.6662 -4.8046 -1.4503 0.2 -0.1 0.1 0.31
H -0.9348 -5.0876 -0.7520 0.0 -0.1 0.0 0.24
H -1.7622 -3.0428 -2.9036 0.1 -0.2 -0.1 0.34
O -1.1752 2.4644 -1.1364 -0.1 -0.1 0.0 -0.58
C -0.1557 2.7184 -1.7086 0.0 0.2 0.0 0.53
C 0.0830 3.7336 -2.8095 0.2 -0.2 -0.1 -0.56
C 1.4344 3.3003 -3.3806 -0.1 0.0 0.0 -0.47
C 2.0933 2.6511 -2.1675 0.1 0.0 -0.1 -0.50
O 1.0039 2.0944 -1.4096 0.1 -0.1 0.0 -0.29
H 0.1249 4.7235 -2.3524 0.0 0.0 0.0 0.27
H -0.7290 3.7067 -3.5300 -0.1 0.1 0.1 0.31
H 2.0251 4.1111 -3.8005 0.0 0.0 0.1 0.34
H 1.2819 2.5532 -4.1601 0.0 0.0 0.0 0.27
H 2.6122 3.3751 -1.5367 0.0 0.0 0.0 0.27
H 2.7785 1.8469 -2.4209 0.0 -0.1 0.1 0.33
```
Forces are in eV/Å.

As for the SMILES: CCCOCOC(=O)N(CCF)P(O)I.O=C1CCCO1. Its gap between HOMO and LUMO is 9.469 eV. The LUMO energy comes out at 0.1 eV. The molar mass is 439.16 g mol⁻¹. The calculated total energy comes out at -45614.4163 eV.


DFT (ωB97M-V with the def2-TZVPD basis set) results for C11H20N2O3 in the gas phase in a non-equilibrium geometry.

```
36
Properties=species:S:1:pos:R:3:forces:R:3:mulliken_charge:R:1
C -2.4068 0.6273 1.1249 -0.3 -0.2 -0.1 -1.35
C -2.8221 -0.3046 -0.0158 0.5 -1.0 0.1 1.05
C -3.9082 0.3010 -0.8677 -0.7 0.9 0.2 -1.50
C -1.6648 -0.7495 -0.9207 0.8 -0.8 0.1 -1.33
C -0.4989 -1.5171 -0.1928 -1.1 -1.2 0.7 0.04
N -1.0632 -2.3760 0.8564 -0.1 0.7 0.2 -0.48
C 0.5600 -0.6941 0.4490 0.4 1.2 1.2 0.14
O 0.9011 -0.8159 1.6133 -0.1 0.0 -1.0 -0.65
N 1.1598 0.2522 -0.4376 0.9 1.1 -0.3 0.25
C 0.8051 1.7496 -0.1937 0.5 -0.7 -0.9 -0.35
C 2.1397 2.4591 0.1417 0.9 0.4 0.8 -0.62
C 3.1499 1.3337 0.5014 -0.3 -1.0 -0.6 -0.58
C 2.6852 0.2135 -0.5093 -1.6 1.1 1.1 0.12
C 3.3417 -1.1259 -0.3751 1.3 -1.0 1.4 0.13
O 4.5289 -1.2740 -0.0973 -2.0 0.5 -0.8 -0.60
O 2.5307 -2.2328 -0.4995 0.7 1.6 -0.4 -0.34
H -1.9055 1.5116 0.7326 0.0 0.1 0.1 0.12
H -3.2885 0.9534 1.6735 -0.2 0.2 -0.1 0.49
H -1.8037 0.1188 1.8816 0.3 0.0 -0.3 0.30
H -3.2158 -1.2065 0.4750 0.2 0.1 -0.3 0.19
H -4.1759 -0.2017 -1.8251 0.3 0.1 0.8 0.36
H -3.5756 1.3216 -1.0971 -0.3 0.0 -0.3 0.32
H -4.8072 0.3976 -0.2246 0.2 0.0 -0.6 0.38
H -1.1635 0.0366 -1.4736 -0.3 0.6 -0.1 0.33
H -2.0908 -1.4176 -1.6981 0.3 0.2 0.5 0.46
H 0.0745 -2.1248 -0.9294 -0.4 0.5 0.2 0.29
H -0.5751 -2.3592 1.7500 0.1 0.1 -0.6 0.25
H -1.1872 -3.3008 0.5466 -0.2 -1.2 -0.3 0.21
H 0.4222 2.1636 -1.1557 0.1 -0.4 0.7 0.31
H 0.0284 1.9128 0.5722 0.6 -0.5 -0.2 0.09
H 2.0423 3.2128 0.9659 0.0 -0.8 -0.6 0.32
H 2.5312 3.0243 -0.7168 -0.3 -0.2 0.1 0.29
H 4.2405 1.5240 0.3961 -0.9 0.2 0.0 0.41
H 2.9421 0.9484 1.5102 0.2 0.1 -0.2 0.24
H 2.8768 0.5645 -1.5116 0.4 0.1 -0.5 0.37
H 3.1929 -2.9260 -0.4486 0.1 -0.8 0.1 0.34
```
Forces are in eV/Å.

As for the SMILES: CC(C)C[C@H](N)C(=O)N1CCC[C@H]1C(=O)O. Its gap between HOMO and LUMO is 9.563 eV. The LUMO energy comes out at 0.7 eV. The molar mass is 228.29 g mol⁻¹. The calculated total energy comes out at -20853.9150 eV.


DFT (ωB97M-V with the def2-TZVPD basis set) results for a molecular structure, C11H20O2 in a non-equilibrium geometry.

```
33
Properties=species:S:1:pos:R:3:forces:R:3:mulliken_charge:R:1
C 1.7660 -2.7831 -1.7092 0.0 0.2 -0.1 -1.06
C 1.0128 -1.7630 -1.2688 0.2 -0.1 -0.7 -0.29
C 1.4382 -0.8824 -0.2387 0.3 -1.0 1.7 0.56
C -0.8356 1.0060 -0.0109 1.3 -0.8 0.0 0.46
C -1.2525 1.8924 1.1290 0.3 0.0 -0.1 -1.37
C -3.7958 1.0796 -2.5159 0.1 0.2 0.2 -1.37
C 3.0969 -1.8096 2.3874 -0.1 0.2 0.0 -1.12
C -1.9033 0.5170 -0.9540 0.3 0.1 -0.1 -0.35
C -2.8696 1.6062 -1.4249 -0.1 -0.1 0.0 -0.42
C 2.6410 -0.3664 2.2105 0.1 -0.1 -0.3 -0.11
C 3.1535 0.2393 0.9091 0.0 0.3 0.7 -0.49
O 0.3568 0.6386 -0.1064 -1.9 1.7 -0.2 -0.38
O 2.6537 -0.3956 -0.2712 -0.3 -0.2 -1.0 -0.23
H 1.3511 -3.5813 -2.3001 -0.2 -0.1 -0.1 0.28
H 2.8071 -2.8599 -1.4474 0.2 0.0 0.1 0.29
H -0.0408 -1.7356 -1.5070 -0.1 0.0 0.0 0.12
H -0.4210 2.0220 1.8173 0.0 0.0 0.0 0.35
H -2.0993 1.4572 1.6580 -0.1 0.0 0.0 0.36
H -1.5537 2.8694 0.7536 -0.1 0.1 0.0 0.36
H -4.3822 0.2403 -2.1481 -0.1 -0.1 0.0 0.33
H -3.2225 0.7459 -3.3778 0.0 -0.1 -0.1 0.34
H -4.4800 1.8597 -2.8423 -0.1 0.0 -0.1 0.39
H 4.1833 -1.8704 2.3934 0.1 -0.1 0.0 0.31
H 2.7220 -2.2125 3.3255 0.0 -0.1 0.1 0.36
H 2.7180 -2.4238 1.5736 0.0 -0.1 0.0 0.24
H -1.4088 0.0738 -1.8210 0.0 -0.1 0.1 0.30
H -2.4743 -0.2735 -0.4533 0.1 -0.1 0.0 0.34
H -3.4723 1.9603 -0.5855 0.1 0.1 0.0 0.32
H -2.2989 2.4523 -1.8146 0.0 0.1 0.1 0.35
H 3.0027 0.2485 3.0367 0.0 0.1 0.0 0.42
H 1.5509 -0.3283 2.1962 0.1 0.1 0.1 0.08
H 2.8818 1.2996 0.8561 0.1 -0.1 -0.1 0.24
H 4.2414 0.1470 0.8353 -0.1 0.0 0.0 0.40
```
Forces are in eV/Å.

Its gap between HOMO and LUMO (spin up / spin down) is 7.010 / 7.012 eV. The LUMO energy (spin up / spin down) comes out at 0.7 / 0.7 eV. The molar mass is 184.28 g mol⁻¹. The calculated total energy comes out at -15822.1482 eV.


DFT (ωB97M-V with the def2-TZVPD basis set) results for a molecular structure, C11H21BaFNO6S2 in a non-equilibrium geometry.

```
43
Properties=species:S:1:pos:R:3:forces:R:3:mulliken_charge:R:1
Ba -2.7436 0.9616 -4.2931 1.8 -0.9 2.3 1.82
F -1.3125 0.8294 -1.9177 -1.4 0.0 -2.4 -0.83
O -1.5806 -1.6160 -4.4029 -0.5 1.1 -0.8 -0.66
S -1.5200 -2.8207 -3.6040 0.1 -2.7 3.4 1.05
O -1.9616 -4.1029 -4.1352 1.1 2.5 0.6 -0.54
O 0.0259 -2.9741 -3.0044 -3.5 -1.0 -1.7 -0.30
C 0.7370 -1.7936 -2.7241 1.4 0.4 0.1 0.30
C 2.2041 -2.2164 -2.7473 0.1 0.9 0.4 -1.33
C -2.3935 -2.4778 -1.9644 1.2 -0.5 -0.8 -0.62
H 0.4499 -1.3492 -1.7711 -0.1 -0.2 0.2 0.08
H 0.5337 -1.0360 -3.4809 0.2 -0.1 -0.1 0.23
H 2.5002 -3.0549 -2.1169 -0.7 -0.1 0.0 0.35
H 2.7053 -1.3636 -2.2893 0.5 0.1 -0.4 0.40
H 2.5589 -2.4193 -3.7577 0.0 0.2 0.1 0.33
H -2.1404 -3.3010 -1.2963 -0.1 -0.3 -0.4 0.37
H -3.4770 -2.3957 -2.0500 0.2 0.1 -0.3 0.39
H -1.8871 -1.6199 -1.5220 -0.3 0.5 -0.3 -0.03
O 0.0904 3.2364 1.2947 2.5 0.4 -1.8 -0.53
S 1.3370 3.3879 0.5049 -1.2 -2.3 1.2 1.07
O 2.0717 4.6125 0.4938 -0.4 -0.1 -0.2 -0.60
O 2.3906 2.1939 0.9908 -0.7 2.0 -1.6 -0.32
C 2.2544 1.5471 2.2332 -0.8 -0.4 0.4 -0.19
C 2.0608 0.0765 1.9248 0.3 -0.3 0.5 -0.73
C 1.0979 2.7697 -1.2288 -0.1 0.7 1.2 -0.68
H 1.3963 1.9354 2.7819 -0.3 0.0 -0.2 0.23
H 3.0999 1.8012 2.8726 0.4 -0.3 -0.3 0.31
H 2.0255 -0.4332 2.8876 -0.1 -0.4 -0.1 0.32
H 2.8527 -0.3544 1.3121 0.4 0.2 0.2 0.41
H 1.1496 -0.1326 1.3644 -0.2 0.4 0.3 -0.08
H 0.9145 1.6953 -1.2209 0.2 0.2 0.1 0.05
H 1.9803 3.0998 -1.7770 -0.1 -0.2 0.0 0.39
H 0.1923 3.2483 -1.6015 0.1 0.1 0.1 0.33
N -2.4475 1.2017 2.0518 0.3 -1.7 -1.4 -0.52
C -1.8622 0.0053 1.6958 -0.4 1.9 1.7 -0.11
C -1.0995 -0.6979 2.6223 -0.8 -0.4 -1.0 -0.28
C -0.9814 -0.2376 3.9155 -0.3 0.4 0.6 -0.44
C -1.5935 0.9560 4.2742 0.2 -0.3 -0.4 -0.41
C -2.3089 1.6333 3.2852 0.8 0.2 0.2 -0.21
H -2.0121 -0.3035 0.6718 0.1 0.0 -0.1 0.31
H -0.6892 -1.6592 2.3503 0.2 0.0 -0.1 0.43
H -0.4598 -0.8422 4.6427 0.2 0.1 0.1 0.44
H -1.4995 1.3718 5.2665 0.0 0.0 0.0 0.40
H -2.6590 2.6384 3.4687 -0.4 0.0 0.2 0.39
```
Forces are in eV/Å.

The charge is +1. Its gap between HOMO and LUMO is 5.944 eV. The LUMO energy comes out at -5.2 eV. The molar mass is 483.75 g mol⁻¹. The calculated total energy comes out at -50596.7839 eV.


Which value of calculated total energy does entry 5 give? -15822.1482 eV